# 1
Below is 3 unconnected molecules or ions with the total composition C3H10N2O5 at a distorted geometry, with properties calculated with wB97M-V/def2-TZVPD.

Geometry as XYZ:
```
20
Properties=species:S:1:pos:R:3:nbo_charge:R:1
N -0.162 0.955 -1.161 -0.874
C -0.247 0.014 -0.113 0.663
O -0.186 0.384 1.042 -0.558
C -0.553 -1.390 -0.564 -0.336
N 0.005 -2.400 0.373 -0.629
C 1.283 -2.801 0.023 0.890
O 1.871 -3.723 0.485 -0.594
O 1.792 -1.846 -0.892 -0.759
H 0.399 0.637 -1.981 0.397
H -0.034 1.922 -0.950 0.390
H -0.162 -1.694 -1.556 0.238
H -1.692 -1.561 -0.565 0.236
H -0.646 -2.909 0.917 0.421
H 2.721 -2.013 -1.145 0.513
O 0.601 2.392 2.894 -0.925
H 0.037 3.059 2.514 0.462
H 1.195 2.190 2.141 0.464
O -2.358 2.987 -0.232 -0.932
H -1.947 2.155 -0.485 0.471
H -1.918 3.643 -0.746 0.459
```

Summary:
E_LUMO ... 0.1972 eV
Highest occupied orbital energy ... -10.211 eV
Net charge ... 0
SMILES string ... NC(=O)CNC(=O)O.O.O
Energy above the lowest of the compared OMol25 structures with the same formula, charge and spin ... 124.83 kJ/mol



# 2
Below is a molecular structure, C38H31CaGeIN4O at a distorted geometry, with properties calculated with wB97M-V/def2-TZVPD.

Geometry as XYZ:
```
77
Properties=species:S:1:pos:R:3:mulliken_spin:R:1
Ca -3.130 -0.245 0.390 0.047
C 8.510 6.451 -3.228 0.000
O 7.749 6.680 -2.051 0.000
C 6.645 5.940 -1.854 0.000
C 6.188 4.951 -2.724 0.000
C 5.036 4.249 -2.424 0.000
C 4.314 4.511 -1.261 0.000
C 4.782 5.505 -0.395 0.000
C 5.928 6.208 -0.685 0.000
C 3.106 3.747 -0.992 0.000
N 2.627 2.786 -1.754 0.000
C 1.495 2.351 -1.139 0.000
C 1.268 3.058 0.031 -0.001
N 2.309 3.946 0.108 0.000
C 0.157 2.822 0.879 0.001
C -0.115 3.511 2.073 0.000
C -1.229 3.188 2.806 0.003
C -2.066 2.174 2.340 0.002
N -1.836 1.509 1.220 -0.007
C -0.747 1.809 0.480 0.010
C -0.526 1.063 -0.746 0.008
N -1.427 0.112 -1.083 0.007
C -1.259 -0.569 -2.205 0.000
C -0.175 -0.367 -3.063 0.002
C 0.758 0.585 -2.735 0.001
C 0.593 1.329 -1.557 0.000
H 9.341 7.147 -3.187 0.000
H 7.918 6.647 -4.124 0.000
H 8.895 5.429 -3.256 0.000
H 6.722 4.723 -3.635 0.000
H 4.677 3.482 -3.096 0.000
H 4.257 5.743 0.523 0.000
H 6.297 6.979 -0.021 0.000
H 2.465 4.628 0.828 0.000
H 0.551 4.294 2.413 0.000
H -1.465 3.702 3.726 0.000
H -2.955 1.897 2.897 -0.001
H -2.018 -1.304 -2.444 0.000
H -0.091 -0.954 -3.966 0.000
H 1.616 0.788 -3.361 0.000
C -4.605 -2.409 3.344 0.049
Ge -3.251 -2.490 1.898 0.753
C -1.487 -2.820 2.746 0.089
C -1.327 -3.977 3.502 -0.019
C -0.110 -4.256 4.106 0.006
C 0.958 -3.382 3.957 -0.002
C 0.810 -2.228 3.202 0.007
C -0.409 -1.950 2.601 0.028
C -3.660 -4.013 0.715 0.077
C -4.837 -4.697 0.904 0.055
C -5.185 -5.791 0.091 -0.011
C -4.364 -6.170 -0.933 0.046
C -3.148 -5.488 -1.175 -0.019
C -2.286 -5.876 -2.228 0.006
C -1.105 -5.224 -2.446 -0.006
C -0.732 -4.152 -1.613 0.014
C -1.551 -3.749 -0.595 0.012
C -2.786 -4.394 -0.345 -0.159
H -4.619 -3.338 3.913 0.018
H -5.599 -2.222 2.937 0.000
H -4.352 -1.593 4.020 -0.004
H -2.154 -4.670 3.614 -0.006
H 0.006 -5.159 4.692 0.001
H 1.907 -3.602 4.429 0.000
H 1.643 -1.547 3.081 0.000
H -0.517 -1.043 2.010 -0.034
H -5.513 -4.399 1.698 0.006
H -6.112 -6.318 0.276 0.000
H -4.633 -6.997 -1.578 0.002
H -2.579 -6.709 -2.854 0.000
H -0.447 -5.532 -3.247 0.000
H 0.216 -3.654 -1.772 0.001
H -1.234 -2.947 0.066 -0.011
I -5.124 0.206 -2.390 0.002
C -5.312 0.524 -0.272 0.035
H -6.190 -0.034 0.048 -0.007
H -5.479 1.592 -0.129 -0.001
```

Summary:
E_LUMO (alpha / beta) ... -3.3090 / -4.7713 eV
2S+1 ... 2
Highest occupied orbital energy (alpha / beta) ... -9.777 / -9.669 eV
Expectation value of S² ... 0.755
Net charge ... +1



# 3
Below is a molecular structure, C16H18F7IN2O2SbTi, with properties calculated with wB97M-V/def2-TZVPD.

Geometry as XYZ:
```
48
Properties=species:S:1:pos:R:3:mulliken_spin:R:1
Ti 0.888 0.134 0.837 1.016
N -0.864 0.034 2.269 0.005
C -0.646 0.988 3.373 -0.009
C -0.079 2.279 2.815 0.011
N 1.140 1.974 2.045 -0.002
H -1.690 0.293 1.739 0.007
H -1.011 -0.903 2.626 0.002
H 0.075 0.532 4.054 0.000
H -1.561 1.186 3.936 0.000
H 0.112 2.985 3.627 0.000
H -0.793 2.732 2.129 -0.001
H 1.943 1.863 2.658 0.006
H 1.376 2.730 1.407 0.003
F -0.177 -4.396 -1.815 -0.001
C 0.333 -3.682 -0.789 -0.005
C -0.344 -3.706 0.426 0.005
C 0.148 -2.969 1.476 -0.021
C 1.327 -2.199 1.351 0.009
C 1.710 -1.203 2.357 -0.067
C 1.987 -2.229 0.110 0.009
C 1.492 -2.979 -0.961 0.016
H -1.242 -4.302 0.524 0.001
H -0.358 -3.006 2.435 0.001
H 2.782 -1.074 2.482 0.005
H 1.214 -1.347 3.316 0.006
H 2.928 -1.711 -0.008 0.001
H 2.003 -2.996 -1.914 -0.001
F 3.060 0.490 0.661 0.003
Sb 3.471 1.593 -0.922 -0.004
F 1.559 1.426 -1.017 0.003
F 3.605 -0.007 -1.889 0.000
F 3.195 3.090 0.198 0.000
F 5.287 1.575 -0.502 0.000
F 3.581 2.659 -2.444 0.000
I -5.151 0.951 -5.588 0.000
C -3.795 0.832 -4.005 0.001
C -3.077 -0.340 -3.808 0.000
C -2.180 -0.416 -2.756 0.002
C -2.007 0.674 -1.912 -0.002
C -2.728 1.845 -2.120 0.000
C -3.626 1.929 -3.171 0.000
C -1.049 0.593 -0.783 0.007
O -0.880 1.537 0.022 0.002
O -0.381 -0.488 -0.619 -0.012
H -3.218 -1.182 -4.471 0.000
H -1.603 -1.314 -2.579 0.001
H -2.570 2.686 -1.458 0.001
H -4.187 2.837 -3.341 0.000
```

Summary:
E_LUMO (alpha / beta) ... -0.0294 / -0.0383 eV
2S+1 ... 2
Highest occupied orbital energy (alpha / beta) ... -8.176 / -8.259 eV
Expectation value of S² ... 0.757
Net charge ... 0
Energy above the lowest of the compared OMol25 structures with the same formula, charge and spin ... 17.50 kJ/mol



Q: Which value of net charge does entry 3 give?
A: 0